{
  "formula": "C4H8CsO2S",
  "method": "ωB97M-V/def2-TZVPD",
  "charge": 1,
  "e_tot_ev": -19748.93313,
  "e_above_lowest_ev": 1.886,
  "homo_lumo_gap_ev": 8.5,
  "elements": ["Cs", "C", "C", "C", "S", "O", "O", "C", "H", "H", "H", "H", "H", "H", "H", "H"],
  "coordinates": [[-3.045, -1.492, 2.947], [-0.982, -0.564, -0.156], [-0.385, 0.352, 0.923], [1.135, 0.452, 0.855], [1.457, 0.572, -0.959], [2.534, -0.270, -1.454], [1.318, 1.974, -1.426], [-0.231, -0.285, -1.541], [-2.066, -0.522, -0.264], [-0.673, -1.579, 0.092], [-0.746, 0.011, 1.894], [-0.836, 1.342, 0.869], [1.619, -0.445, 1.241], [1.636, 1.308, 1.306], [-0.081, -1.243, -2.038], [-0.653, 0.388, -2.289]]
}

---

{
  "formula": "C10H26O11Ti",
  "method": "ωB97M-V/def2-TZVPD",
  "charge": -1,
  "e_tot_ev": -56427.21013,
  "homo_lumo_gap_ev": [3.4, 6.1],
  "multiplicity": 4,
  "elements": ["Ti", "C", "O", "O", "O", "C", "O", "H", "H", "H", "H", "C", "O", "H", "H", "H", "H", "C", "O", "H", "H", "H", "H", "C", "O", "H", "H", "H", "H", "C", "O", "H", "H", "H", "H", "C", "C", "C", "O", "C", "O", "O", "H", "H", "H", "H", "H", "H"],
  "coordinates": [[0.620, -0.260, -0.960], [1.600, 1.782, -2.589], [2.088, 2.270, -3.598], [0.365, 1.734, -2.450], [2.281, 1.309, -1.705], [-0.455, -3.134, 0.765], [0.261, -1.939, 0.672], [-1.433, -3.012, 0.300], [0.129, -3.944, 0.328], [-0.606, -3.445, 1.799], [0.925, -1.963, 1.365], [4.440, -0.898, -0.579], [3.380, -1.229, -1.498], [4.254, -0.119, 0.160], [4.830, -1.770, -0.054], [5.306, -0.552, -1.145], [3.036, -0.419, -1.880], [2.319, 2.027, 1.706], [1.883, 0.971, 0.899], [1.824, 1.902, 2.669], [3.362, 2.023, 2.020], [2.097, 3.058, 1.431], [2.177, 1.175, 0.009], [1.169, -2.667, -3.370], [0.422, -1.609, -2.896], [0.855, -3.600, -2.902], [1.044, -2.645, -4.453], [2.245, -2.577, -3.222], [0.415, -0.890, -3.532], [-2.995, 1.942, -1.444], [-2.071, 0.891, -1.640], [-3.998, 1.523, -1.524], [-2.871, 2.343, -0.438], [-2.849, 2.660, -2.252], [-1.213, 1.206, -1.934], [-1.130, 1.043, 2.088], [-2.636, 1.121, 2.138], [-3.454, -0.181, 1.800], [-4.297, -0.363, 2.940], [-3.910, 0.486, 3.923], [-4.475, 0.640, 5.013], [-2.863, 1.186, 3.539], [-0.586, 1.732, 2.734], [-0.813, 1.165, 1.053], [-0.751, 0.068, 2.394], [-3.008, 2.024, 1.655], [-2.799, -1.049, 1.718], [-4.115, -0.015, 0.949]]
}

---

{
  "formula": "C20H43Cl18IN3O",
  "method": "ωB97M-V/def2-TZVPD",
  "charge": 1,
  "e_tot_ev": -261453.58953,
  "homo_lumo_gap_ev": 9.1,
  "elements": ["C", "C", "O", "C", "C", "N", "C", "C", "C", "N", "C", "C", "I", "C", "C", "N", "H", "H", "H", "H", "H", "H", "H", "H", "H", "H", "H", "H", "H", "H", "H", "H", "H", "H", "H", "H", "H", "H", "H", "H", "H", "C", "Cl", "Cl", "H", "H", "C", "Cl", "Cl", "H", "H", "C", "Cl", "Cl", "H", "H", "C", "Cl", "Cl", "H", "H", "C", "Cl", "Cl", "H", "H", "C", "Cl", "Cl", "H", "H", "C", "Cl", "Cl", "H", "H", "C", "Cl", "Cl", "H", "H", "C", "Cl", "Cl", "H", "H"],
  "coordinates": [[2.947, -3.080, 0.811], [2.597, -3.819, -0.471], [2.112, -2.986, -1.520], [0.922, -2.306, -1.344], [-0.204, -3.179, -0.816], [-1.324, -2.295, -0.334], [-1.430, -0.973, -1.037], [-2.735, -0.277, -0.648], [-3.213, -0.346, 0.808], [-4.679, -0.152, 0.831], [-0.076, -0.191, -0.870], [-0.174, 1.021, 0.067], [1.717, 1.483, 1.024], [-0.634, 2.303, -0.647], [-1.618, 3.081, 0.208], [1.025, -1.095, -0.523], [3.300, -2.078, 0.597], [3.693, -3.630, 1.372], [2.074, -2.998, 1.464], [3.490, -4.286, -0.870], [1.917, -4.638, -0.253], [0.630, -1.964, -2.336], [-0.596, -3.822, -1.594], [0.063, -3.820, 0.016], [-2.204, -2.811, -0.368], [-1.149, -2.092, 0.656], [-1.526, -1.222, -2.088], [-2.692, 0.759, -0.956], [-3.532, -0.729, -1.232], [-2.970, -1.297, 1.280], [-2.764, 0.439, 1.404], [-4.929, 0.552, 1.515], [-5.148, -1.003, 1.116], [0.161, 0.190, -1.859], [-0.810, 0.829, 0.919], [-1.088, 2.032, -1.599], [0.225, 2.925, -0.862], [-1.136, 3.332, 1.150], [-1.922, 4.002, -0.266], [-2.495, 2.479, 0.424], [0.919, -1.371, 0.455], [5.274, -0.121, 1.918], [5.070, -1.687, 2.713], [5.293, 1.234, 3.055], [6.207, -0.125, 1.368], [4.434, 0.020, 1.247], [0.520, -1.178, 3.833], [-0.423, 0.297, 3.970], [-0.399, -2.500, 3.060], [1.401, -0.976, 3.234], [0.791, -1.517, 4.825], [-1.466, -6.624, -2.892], [-2.794, -5.981, -3.856], [-1.697, -6.308, -1.159], [-1.410, -7.697, -3.032], [-0.547, -6.146, -3.208], [-3.628, 6.169, -2.398], [-3.214, 4.549, -2.992], [-3.546, 6.279, -0.639], [-2.923, 6.873, -2.823], [-4.637, 6.397, -2.717], [-3.781, 5.559, -6.691], [-4.436, 6.980, -5.865], [-2.015, 5.539, -6.684], [-4.137, 4.674, -6.179], [-4.121, 5.577, -7.718], [-2.003, 9.857, 1.393], [-2.558, 8.526, 2.425], [-1.788, 9.346, -0.282], [-2.746, 10.643, 1.424], [-1.051, 10.210, 1.770], [3.538, -7.612, -0.701], [2.126, -7.121, -1.654], [3.374, -7.153, 0.997], [3.635, -8.689, -0.765], [4.411, -7.118, -1.108], [6.068, -5.576, 4.053], [4.542, -5.119, 3.275], [7.467, -4.913, 3.209], [6.060, -5.192, 5.065], [6.140, -6.657, 4.048], [0.478, 6.200, 2.630], [-0.119, 4.834, 3.585], [0.675, 5.780, 0.925], [-0.245, 7.005, 2.694], [1.441, 6.499, 3.024]]
}

---

{
  "formula": "C35H31ClIMoN6OSi",
  "method": "ωB97M-V/def2-TZVPD",
  "charge": 1,
  "e_tot_ev": -78140.62035,
  "homo_lumo_gap_ev": [5.8, 5.8],
  "elements": ["Mo", "C", "C", "C", "C", "C", "C", "N", "C", "C", "C", "C", "C", "C", "N", "N", "C", "C", "C", "C", "C", "N", "H", "H", "H", "H", "H", "H", "H", "H", "H", "H", "H", "H", "H", "Cl", "C", "C", "C", "I", "C", "O", "C", "N", "C", "C", "C", "C", "H", "H", "H", "H", "C", "Si", "C", "C", "N", "C", "C", "C", "C", "C", "C", "H", "H", "H", "H", "H", "H", "H", "H", "H", "H", "H", "H", "H", "H"],
  "coordinates": [[-0.793, -0.125, 0.057], [3.743, 3.117, 1.751], [2.551, 3.786, 2.000], [1.336, 3.128, 1.873], [1.291, 1.785, 1.507], [2.484, 1.137, 1.201], [3.700, 1.795, 1.337], [0.008, 1.126, 1.477], [-0.776, 1.242, 2.597], [-0.363, 1.630, 3.894], [-1.300, 1.732, 4.886], [-2.668, 1.463, 4.650], [-3.087, 1.061, 3.413], [-2.124, 0.921, 2.404], [-2.383, 0.516, 1.106], [-3.598, 0.565, 0.629], [-3.544, 0.480, -0.711], [-4.728, 0.464, -1.478], [-4.637, 0.433, -2.831], [-3.364, 0.427, -3.445], [-2.255, 0.446, -2.666], [-2.313, 0.480, -1.302], [4.691, 3.627, 1.860], [2.563, 4.828, 2.297], [0.410, 3.653, 2.076], [2.474, 0.113, 0.855], [4.618, 1.266, 1.112], [0.676, 1.852, 4.097], [-0.982, 2.025, 5.878], [-3.384, 1.571, 5.454], [-4.122, 0.833, 3.196], [-5.673, 0.479, -0.954], [-5.534, 0.419, -3.437], [-3.256, 0.408, -4.520], [-1.271, 0.441, -3.103], [0.459, -6.786, 1.766], [-0.198, -5.313, 1.140], [-1.213, -5.357, 0.233], [-1.790, -4.164, -0.274], [-3.332, -4.222, -1.652], [-1.305, -2.955, 0.130], [-1.807, -1.769, -0.247], [-0.232, -2.911, 1.035], [0.176, -1.645, 1.374], [1.049, -1.523, 2.351], [1.655, -2.628, 2.965], [1.317, -3.892, 2.572], [0.321, -4.069, 1.591], [-1.592, -6.316, -0.091], [1.292, -0.521, 2.669], [2.387, -2.457, 3.742], [1.786, -4.757, 3.026], [2.464, 2.792, -1.724], [0.805, 2.067, -2.066], [0.700, 1.722, -3.890], [-0.506, 3.230, -1.475], [0.519, 0.452, -1.249], [1.143, -0.733, -1.820], [0.380, -1.750, -2.389], [0.996, -2.879, -2.921], [2.376, -2.992, -2.917], [3.144, -1.966, -2.372], [2.536, -0.850, -1.827], [2.480, 3.325, -0.773], [2.649, 3.514, -2.526], [3.287, 2.076, -1.734], [1.438, 2.341, -4.406], [-0.281, 1.961, -4.308], [0.928, 0.678, -4.128], [-0.071, 4.224, -1.332], [-0.932, 2.913, -0.523], [-1.324, 3.320, -2.196], [-0.697, -1.665, -2.443], [0.381, -3.658, -3.354], [2.855, -3.863, -3.346], [4.224, -2.037, -2.370], [3.139, -0.062, -1.393]]
}

---

{
  "formula": "C41H50Ge2IrN3OS2",
  "method": "ωB97M-V/def2-TZVPD",
  "charge": -1,
  "e_tot_ev": -187386.62312,
  "e_above_lowest_ev": 0.157,
  "homo_lumo_gap_ev": [5.9, 5.8],
  "multiplicity": 6,
  "elements": ["Ir", "C", "N", "C", "C", "C", "C", "C", "N", "C", "C", "C", "C", "C", "C", "H", "H", "H", "H", "H", "H", "H", "H", "H", "H", "H", "C", "Ge", "C", "C", "Ge", "C", "C", "C", "C", "C", "C", "C", "C", "C", "C", "C", "C", "H", "H", "H", "H", "H", "H", "H", "H", "H", "H", "H", "H", "H", "H", "H", "H", "H", "H", "H", "C", "O", "C", "S", "S", "H", "H", "H", "C", "C", "C", "C", "C", "C", "C", "C", "C", "C", "C", "C", "N", "H", "H", "H", "H", "H", "H", "H", "H", "H", "H", "H", "H", "H", "H", "H", "H", "H"],
  "coordinates": [[-0.401, -0.366, 0.649], [3.130, -0.138, -0.637], [2.165, -0.236, 0.446], [2.634, -0.113, 1.631], [1.797, -0.073, 2.790], [2.133, 0.114, 4.128], [0.919, 0.163, 4.832], [-0.093, 0.013, 3.882], [0.433, -0.124, 2.651], [3.268, -1.381, -1.482], [3.374, -2.635, -0.889], [3.619, -3.763, -1.658], [3.786, -3.646, -3.033], [3.677, -2.400, -3.633], [3.403, -1.277, -2.861], [4.120, 0.069, -0.203], [2.890, 0.713, -1.277], [3.714, -0.007, 1.789], [3.133, 0.204, 4.526], [0.779, 0.309, 5.891], [-1.162, 0.021, 4.026], [3.241, -2.728, 0.183], [3.683, -4.734, -1.183], [3.988, -4.524, -3.633], [3.782, -2.302, -4.706], [3.301, -0.305, -3.331], [-3.528, 2.829, -1.342], [-1.621, 3.157, -1.672], [-1.375, 2.387, -3.475], [-1.438, 5.110, -1.827], [-0.059, 2.207, -0.055], [-0.401, 3.255, 1.605], [0.500, 3.269, 2.671], [0.260, 4.023, 3.813], [-0.901, 4.775, 3.920], [-1.824, 4.753, 2.883], [-1.575, 3.996, 1.747], [1.708, 2.928, -0.658], [1.875, 3.389, -1.966], [3.088, 3.899, -2.418], [4.178, 3.962, -1.563], [4.042, 3.501, -0.260], [2.829, 2.987, 0.178], [-4.090, 3.484, -2.013], [-3.843, 3.015, -0.317], [-3.779, 1.792, -1.571], [-2.269, 2.598, -4.065], [-1.262, 1.303, -3.396], [-0.510, 2.782, -4.007], [-2.128, 5.467, -2.595], [-0.425, 5.416, -2.086], [-1.702, 5.575, -0.876], [1.389, 2.649, 2.648], [0.975, 4.004, 4.626], [-1.095, 5.358, 4.813], [-2.749, 5.311, 2.964], [-2.323, 3.976, 0.965], [1.049, 3.345, -2.661], [3.179, 4.247, -3.440], [5.124, 4.361, -1.907], [4.885, 3.538, 0.420], [2.768, 2.613, 1.193], [-5.157, -2.193, 0.519], [-3.968, -1.431, 0.708], [-4.101, -0.164, 1.112], [-5.573, 0.577, 1.291], [-2.611, 0.659, 1.404], [-4.820, -3.195, 0.270], [-5.761, -1.775, -0.286], [-5.753, -2.202, 1.431], [-0.103, -1.949, -3.054], [-1.271, -2.841, -2.651], [-2.486, -1.999, -2.266], [-0.878, -3.858, -1.598], [-0.862, -5.196, -1.946], [-0.525, -6.188, -1.030], [-0.207, -5.832, 0.276], [-0.185, -4.512, 0.688], [0.150, -4.193, 2.128], [1.488, -3.461, 2.257], [-0.990, -3.462, 2.843], [-0.493, -3.485, -0.266], [-0.424, -2.204, 0.062], [-0.394, -1.289, -3.877], [0.749, -2.545, -3.377], [0.215, -1.326, -2.217], [-1.554, -3.432, -3.528], [-2.247, -1.273, -1.487], [-3.292, -2.629, -1.893], [-2.851, -1.455, -3.141], [-1.133, -5.471, -2.959], [-0.520, -7.229, -1.329], [0.031, -6.603, 1.001], [0.266, -5.161, 2.627], [1.476, -2.521, 1.708], [2.296, -4.081, 1.860], [1.703, -3.234, 3.304], [-1.179, -2.477, 2.417], [-0.743, -3.321, 3.898], [-1.916, -4.039, 2.777]]
}

---

{
  "formula": "C28H23N7OPtSb",
  "method": "ωB97M-V/def2-TZVPD",
  "charge": 3,
  "e_tot_ev": -51636.76942,
  "e_above_lowest_ev": 0.000,
  "homo_lumo_gap_ev": [6.8, 5.5],
  "multiplicity": 5,
  "elements": ["Pt", "C", "C", "C", "C", "C", "C", "N", "Sb", "C", "C", "C", "C", "C", "C", "N", "C", "C", "C", "C", "C", "C", "N", "H", "H", "H", "H", "H", "H", "H", "H", "H", "H", "H", "H", "H", "H", "H", "H", "H", "H", "N", "C", "N", "C", "N", "O", "N", "C", "C", "C", "C", "C", "C", "C", "C", "H", "H", "H", "H", "H"],
  "coordinates": [[-2.499, -0.771, -0.718], [-3.752, 1.844, 0.797], [-2.659, 1.275, 1.608], [-2.367, 1.712, 2.909], [-1.397, 1.197, 3.602], [-0.526, 0.238, 2.909], [-0.832, -0.075, 1.591], [-1.946, 0.399, 0.962], [8.099, 0.127, 3.825], [7.790, 1.783, 5.027], [7.854, 2.421, 6.211], [7.531, 3.840, 6.191], [7.104, 4.442, 5.072], [7.201, 3.738, 3.832], [6.877, 4.451, 2.568], [7.589, 2.436, 3.851], [0.317, -0.149, -0.552], [1.624, 0.159, -0.932], [1.845, 0.834, -2.079], [0.698, 1.151, -2.865], [-0.521, 0.675, -2.471], [-1.654, 0.955, -3.340], [-0.766, 0.016, -1.334], [-4.583, 2.156, 1.485], [-4.154, 1.218, -0.044], [-3.339, 2.773, 0.329], [-2.977, 2.437, 3.428], [-1.329, 1.557, 4.641], [0.275, -0.282, 3.434], [7.958, 1.985, 7.181], [7.556, 4.299, 7.186], [6.779, 5.463, 5.120], [7.779, 4.461, 1.932], [6.718, 5.515, 2.827], [6.088, 3.906, 2.113], [2.393, -0.032, -0.206], [2.813, 1.160, -2.401], [0.767, 1.760, -3.790], [-1.398, 1.580, -4.227], [-2.427, 1.445, -2.786], [-2.167, 0.120, -3.904], [-4.157, -1.628, -0.170], [-5.016, -2.383, -0.157], [-5.700, -3.453, -0.152], [-6.746, -3.391, 0.623], [-7.660, -3.416, 1.416], [0.861, -1.613, 1.184], [0.091, -0.660, 0.755], [-2.735, -1.891, -2.283], [-2.831, -2.666, -3.251], [-3.160, -3.697, -4.056], [-3.491, -5.071, -3.657], [-3.731, -6.039, -4.627], [-3.613, -5.652, -5.976], [-3.393, -4.294, -6.451], [-3.113, -3.356, -5.474], [-3.550, -5.220, -2.613], [-4.049, -6.997, -4.250], [-3.683, -6.561, -6.571], [-3.630, -3.893, -7.405], [-3.059, -2.335, -5.867]]
}

---

Number 1: largest force on an atom 0.0709 hartree/bohr. Number 2: largest force on an atom 0.1670 hartree/bohr. Number 3: largest force on an atom 0.0156 hartree/bohr. Number 4: largest force on an atom 0.0333 hartree/bohr. Number 5: largest force on an atom 0.0239 hartree/bohr. Number 6: largest force on an atom 0.0919 hartree/bohr.